(1)
The following is a quantum chemistry calculation of a structure of composition C44H32F3N3O3SbV, from the Open Molecules 2025 dataset.

Computed properties:
- Max |F|: 0.9 eV/Å
- ⟨S²⟩: 2.021
- Highest occupied orbital energy (spin up / spin down): -7.7262 / -7.9554 eV
- E_LUMO (spin up / spin down): -0.42 / -0.71 eV
- Multiplicity: 3
- Energy relative to the best compared isomer or geometry (same formula, charge and spin): 10.9 kcal/mol

Geometry as XYZ:
```
87
Properties=species:S:1:pos:R:3:forces:R:3
V 0.6751 -0.3931 0.3256 -0.409 -0.486 0.630
O -2.0830 -4.0886 -2.7461 -0.060 -0.102 -0.039
C -2.0160 -4.6229 -1.5125 -0.081 -0.012 -0.009
C -2.6287 -5.8604 -1.3137 0.041 0.054 0.001
C -2.6363 -6.4356 -0.0596 -0.002 -0.050 -0.012
C -2.0316 -5.7993 1.0219 0.013 -0.013 0.012
C -1.4128 -4.5828 0.8278 0.029 0.000 0.008
C -1.3889 -3.9806 -0.4327 -0.118 0.159 -0.088
C -0.7399 -2.6677 -0.5835 0.002 -0.351 0.087
O -0.1489 -2.1617 0.4466 0.192 0.265 0.060
N -0.7460 -2.0608 -1.7450 0.026 0.036 0.069
N 0.0381 -0.9180 -1.6600 -0.045 0.077 -0.103
C 0.2262 -0.2885 -2.7661 0.054 0.025 0.142
C 1.1041 0.8470 -2.8984 0.149 0.007 -0.007
C 1.3841 1.3518 -4.1732 0.077 0.111 0.015
C 2.3126 2.3574 -4.3429 -0.065 -0.048 -0.081
C 2.9857 2.8664 -3.2343 0.043 0.024 0.160
C 2.7274 2.3924 -1.9606 -0.167 0.074 -0.244
C 1.7714 1.3913 -1.7863 -0.098 0.003 0.108
O 1.4890 0.9542 -0.5632 0.277 0.271 -0.263
H -1.6079 -3.2302 -2.7301 0.078 0.066 -0.009
H -3.0994 -6.3406 -2.1611 -0.003 0.000 -0.005
H -3.1236 -7.3924 0.0802 -0.003 -0.001 0.012
H -2.0480 -6.2537 2.0029 0.000 0.003 0.015
H -0.9353 -4.0666 1.6499 0.008 0.012 0.014
H -0.2543 -0.6656 -3.6669 -0.021 -0.051 0.035
H 0.8716 0.9348 -5.0315 -0.020 -0.025 0.005
H 2.5233 2.7429 -5.3305 0.003 -0.002 -0.006
H 3.7207 3.6495 -3.3689 0.006 -0.001 0.002
H 3.2286 2.7951 -1.0917 0.011 -0.017 0.024
C -0.0409 -3.0021 5.2522 -0.027 -0.028 0.018
C 1.1934 -2.3664 5.2266 0.029 0.001 0.016
C 1.4845 -1.4350 4.2442 -0.090 -0.011 -0.019
C 0.5358 -1.1218 3.2692 -0.135 -0.180 0.017
C -0.7048 -1.7517 3.3070 0.118 0.004 0.075
C -0.9876 -2.6898 4.2887 -0.015 0.002 -0.014
N 0.8364 -0.1659 2.2646 0.026 0.037 -0.640
C 1.2322 1.0958 2.7874 -0.043 0.025 0.028
C 0.4694 1.7014 3.7929 0.092 0.000 -0.048
C 0.8271 2.9403 4.2924 0.002 0.018 0.005
C 1.9442 3.6030 3.7976 0.038 0.025 -0.019
C 2.7074 3.0033 2.8079 -0.007 -0.001 0.006
C 2.3630 1.7532 2.3113 -0.024 0.063 0.049
H -0.2621 -3.7317 6.0197 -0.004 -0.008 0.010
H 1.9381 -2.6011 5.9765 0.003 -0.003 0.000
H 2.4474 -0.9405 4.2267 0.011 0.019 -0.022
H -1.4443 -1.5095 2.5580 0.052 0.012 -0.033
H -1.9585 -3.1711 4.2959 0.006 -0.018 0.009
H -0.4019 1.1863 4.1774 -0.008 -0.016 0.003
H 0.2315 3.3927 5.0757 -0.008 0.005 0.005
H 2.2230 4.5720 4.1897 -0.002 0.005 0.003
H 3.5909 3.5003 2.4275 0.004 0.015 0.008
H 2.9770 1.2790 1.5574 -0.011 -0.025 -0.005
F -6.5049 1.4923 -4.6080 -0.011 -0.001 -0.006
C -5.7424 1.2092 -3.5341 0.019 -0.014 0.006
C -4.7765 0.2280 -3.6448 -0.075 0.071 -0.003
C -3.9921 -0.0436 -2.5344 0.085 -0.044 -0.039
C -4.1797 0.6356 -1.3312 -0.018 -0.020 -0.083
C -5.1588 1.6205 -1.2660 -0.037 0.050 0.098
C -5.9485 1.9172 -2.3668 -0.013 -0.031 -0.089
Sb -2.8766 0.1447 0.2745 0.400 0.000 0.073
C -3.5684 1.4716 1.7751 -0.067 0.062 0.023
C -4.8734 1.4788 2.2661 -0.058 -0.097 -0.029
C -5.2574 2.3614 3.2617 0.041 0.067 0.045
C -4.3114 3.2383 3.7616 0.002 -0.009 -0.012
F -4.6791 4.0968 4.7309 -0.003 0.016 0.019
C -3.0086 3.2627 3.3091 -0.068 -0.018 0.016
C -2.6483 2.3687 2.3102 0.098 0.037 -0.005
C -3.8804 -1.6131 0.9479 -0.058 -0.036 -0.050
C -4.3370 -2.5493 0.0240 -0.024 -0.017 -0.075
C -4.8759 -3.7593 0.4314 -0.015 0.003 0.075
C -4.9370 -4.0238 1.7843 -0.009 -0.020 -0.015
F -5.4354 -5.2078 2.1929 -0.009 0.002 0.003
C -4.5002 -3.1237 2.7348 -0.019 -0.017 -0.032
C -3.9706 -1.9156 2.3034 -0.014 0.034 0.055
H -4.6459 -0.2966 -4.5811 0.001 -0.008 -0.011
H -3.2150 -0.7979 -2.6225 0.001 -0.006 0.024
H -5.3162 2.1752 -0.3489 0.011 -0.001 0.007
H -6.7123 2.6817 -2.3324 -0.008 0.009 0.006
H -5.6049 0.7797 1.8761 0.007 -0.016 -0.002
H -6.2639 2.3792 3.6560 -0.015 -0.006 -0.001
H -2.2978 3.9590 3.7321 0.006 0.013 0.010
H -1.6212 2.3758 1.9602 -0.013 -0.012 -0.011
H -4.2720 -2.3531 -1.0406 -0.007 0.026 0.001
H -5.2219 -4.4957 -0.2799 -0.005 -0.012 -0.003
H -4.5741 -3.3702 3.7853 -0.011 -0.007 0.014
H -3.6213 -1.2093 3.0479 -0.037 0.034 0.008
```
Positions in Å, forces in eV/Å.

---

(2)
The following is a quantum chemistry calculation of a cluster of 12 separate species, C39H82Br2N8O20 in total at a distorted geometry, from the Open Molecules 2025 dataset.

Computed properties:
- Max |F|: 3.5 eV/Å
- Highest occupied orbital energy: -5.7001 eV
- E_LUMO: -2.02 eV

Geometry as XYZ:
```
151
Properties=species:S:1:pos:R:3:forces:R:3
C 5.3608 8.2217 -30.0674 -0.812 -0.714 -0.458
C 5.2560 7.1792 -28.9438 0.852 1.733 2.368
C 5.5686 7.8211 -27.5515 -1.373 -0.931 -0.104
C 4.4930 8.7689 -27.0316 0.841 -0.077 0.813
C 3.1814 8.0088 -26.8349 0.931 0.792 0.168
C 2.7211 7.3484 -28.1454 -1.493 0.489 0.377
N 3.8328 6.6470 -28.9076 0.380 -0.698 -2.129
O 3.6092 5.7911 -29.7343 -0.533 1.521 2.321
C 2.1464 8.4907 -29.0389 1.282 -0.462 -0.329
C 1.5755 6.4169 -27.8902 0.654 -1.880 0.482
C 6.2506 6.0737 -29.1439 -0.084 -0.603 -0.747
H 6.3351 8.7009 -30.0820 0.158 -0.375 0.170
H 4.6414 9.0337 -30.0238 -0.074 -0.140 0.137
H 5.1749 7.6383 -30.9686 0.239 0.573 -0.201
H 6.5803 8.2175 -27.5071 0.003 0.045 -0.329
H 5.4981 6.9602 -26.8810 0.479 0.081 0.247
H 4.4179 9.7205 -27.5594 -0.291 -0.214 -0.398
H 4.8243 9.0583 -26.0280 -0.016 0.097 0.030
H 2.4783 8.7544 -26.4552 -0.581 -0.123 -0.768
H 3.2498 7.3830 -25.9427 0.258 -0.797 -0.548
H 2.9493 9.2226 -29.0966 -0.631 0.567 -0.222
H 1.2527 8.8525 -28.5400 0.176 0.173 0.126
H 1.8843 8.1465 -30.0383 0.071 -0.064 0.020
H 1.9582 5.5788 -27.2939 -0.130 0.124 0.343
H 1.1854 5.9213 -28.7782 -0.295 0.529 -0.178
H 0.8427 6.9607 -27.2995 -0.179 -0.093 -0.206
H 5.9184 5.4576 -29.9802 0.364 0.131 -0.054
H 6.3842 5.4031 -28.2997 -0.339 0.351 0.334
H 7.1925 6.5795 -29.3589 0.093 -0.256 -0.151
C 9.4652 3.6568 -25.9288 -0.593 -0.701 -0.324
C 8.6001 2.3839 -25.9322 0.208 1.001 -0.292
N 8.1586 1.9479 -27.3241 0.481 -0.663 -1.221
C 7.3555 3.0293 -27.9707 -0.061 1.129 1.009
C 9.3291 1.6212 -28.2806 -1.012 -1.395 0.404
C 10.2033 0.5416 -27.6395 1.582 1.176 -0.027
C 7.3144 0.6634 -27.2614 -0.798 0.629 0.690
C 5.9379 0.8543 -26.5719 1.319 -0.055 -0.703
O 6.1915 0.9064 -25.2020 -0.224 0.116 0.235
C 5.0357 1.1901 -24.4149 -0.677 -0.495 0.237
H 10.0919 3.6947 -26.8207 0.396 0.113 0.283
H 10.0114 3.6008 -24.9897 0.311 0.301 -0.171
H 8.8351 4.5422 -25.8885 0.059 0.032 0.013
H 7.6925 2.6356 -25.3928 -0.079 -0.469 0.160
H 9.1441 1.5677 -25.4682 -0.300 -0.236 -0.090
H 6.5711 2.6860 -28.6373 0.204 -0.347 -0.023
H 7.9989 3.7606 -28.4584 0.252 -0.356 -0.200
H 6.9187 3.5976 -27.1473 -0.533 -0.125 -0.115
H 9.8503 2.4938 -28.6675 0.155 0.249 0.844
H 8.8320 1.2607 -29.1811 -0.147 -0.224 0.087
H 10.8956 1.0515 -26.9621 -0.097 -0.046 0.194
H 10.8941 0.1088 -28.3636 -0.353 -0.190 -0.231
H 9.7416 -0.2403 -27.0479 -0.351 0.011 -0.378
H 7.8130 -0.1066 -26.6790 0.277 0.303 0.119
H 7.2208 0.2738 -28.2737 -0.160 0.339 -0.110
H 5.4070 -0.0565 -26.8769 -0.493 0.200 0.165
H 5.4304 1.7654 -26.8990 -0.272 -0.200 -0.194
H 4.8865 0.3380 -23.7501 0.023 0.125 0.192
H 4.1158 1.2851 -24.9988 0.198 -0.023 -0.341
H 5.1059 2.1107 -23.8438 0.448 0.129 0.055
C 6.1046 5.1432 -25.1255 -1.821 -0.968 -0.018
C 6.5139 4.9339 -23.7981 1.661 1.552 -0.493
C 5.4495 4.8618 -22.7216 -0.280 -0.032 2.405
O 5.7547 5.0240 -21.5225 0.886 0.080 -0.434
C 4.1088 4.6745 -23.0330 -1.661 -0.030 -2.514
C 3.6361 4.6467 -24.3809 1.729 -0.364 0.275
C 4.7682 4.8205 -25.5015 0.612 0.441 0.462
O 4.4405 4.7107 -26.6971 -0.569 0.124 -1.041
O 2.4848 4.4630 -24.7759 -0.571 0.087 -0.262
O 7.7279 5.0426 -23.5281 -0.307 -0.601 0.591
H 6.8672 5.3536 -25.8650 -0.031 -0.002 -0.161
H 3.3291 4.6477 -22.2826 0.283 -0.090 0.346
C 1.3318 11.7141 -25.0900 -0.941 -0.926 1.245
N 2.4865 11.7443 -25.9832 0.165 0.406 -0.893
O 2.2793 11.4146 -27.1369 -0.178 -0.075 -0.180
O 3.5805 12.0516 -25.5721 0.190 0.134 0.542
H 0.9747 10.6888 -25.1816 -0.072 0.035 0.140
H 0.4958 12.3609 -25.3417 0.463 0.294 -0.672
H 1.5952 11.8798 -24.0499 0.460 0.048 -0.157
C 6.2774 12.1587 -27.8626 -0.489 -0.319 0.245
N 6.0603 12.1198 -29.3340 0.155 0.593 0.174
O 5.9782 13.1889 -29.8953 -0.136 0.026 -0.260
O 6.0449 11.0362 -29.8787 -0.032 0.016 0.097
H 7.3174 11.8733 -27.7289 -0.048 0.032 0.250
H 5.5854 11.4575 -27.4020 0.258 -0.260 -0.085
H 6.0226 13.1331 -27.4617 0.324 0.183 -0.324
C 3.1214 9.0761 -34.2582 -0.635 -1.097 -0.563
N 3.1866 9.1095 -32.7813 0.192 0.443 -0.511
O 3.0015 8.0661 -32.1902 0.060 0.134 0.203
O 3.3983 10.1985 -32.2911 -0.061 -0.233 0.484
H 2.1878 9.5573 -34.5427 0.178 0.322 0.038
H 3.0182 8.0284 -34.5310 0.148 0.023 -0.022
H 3.9940 9.5053 -34.7369 0.001 0.316 0.354
C 11.4769 6.9205 -26.7487 0.216 0.577 1.625
N 10.6853 7.1294 -27.9772 0.405 -0.705 1.245
O 11.0475 8.0197 -28.7026 -0.402 -0.051 -0.527
O 9.7335 6.3800 -28.1083 -0.300 0.298 -0.861
H 11.0521 6.2077 -26.0463 -0.248 -0.583 -0.751
H 11.3876 7.8320 -26.1521 0.318 0.373 -0.498
H 12.5148 6.6995 -26.9756 -0.070 0.111 -0.245
C 0.5663 2.3485 -27.2305 0.253 -0.454 1.885
N 1.7782 2.3841 -28.0611 0.176 1.153 -1.403
O 1.8203 3.2704 -28.8961 -0.191 0.081 -0.240
O 2.6969 1.6207 -27.8852 -0.224 -0.746 0.554
H 0.0103 3.2766 -27.2562 0.303 0.132 -0.380
H 1.0107 2.2198 -26.2404 -0.424 0.109 0.171
H -0.0959 1.5047 -27.4060 0.370 -0.158 -0.511
C 4.0735 8.2252 -22.2928 0.456 -0.285 -0.504
N 3.0030 9.1684 -22.6823 0.142 1.146 0.446
O 2.8239 10.1290 -21.9535 -0.147 -0.112 -0.084
O 2.3815 8.9894 -23.7142 0.219 -0.383 0.009
H 4.8076 8.2473 -23.0984 -0.302 -0.427 -0.281
H 3.5967 7.2530 -22.1928 0.368 -0.179 -0.049
H 4.6273 8.5576 -21.4229 -0.634 0.110 0.322
Br 7.2662 1.7924 -31.6827 -0.456 0.017 -0.001
C 5.7436 3.0600 -31.9157 0.649 -0.430 0.827
C 6.4230 4.3590 -32.2384 -0.066 0.997 -0.975
Br 5.0379 5.7547 -32.6200 0.631 -0.922 -0.242
H 5.1994 3.0529 -30.9728 0.195 0.229 0.114
H 5.0728 2.6069 -32.6373 0.311 0.342 -0.469
H 7.0989 4.3174 -33.0914 -0.620 -0.287 -0.481
H 7.1075 4.7874 -31.5093 -0.613 -0.293 0.673
C 8.3330 8.0424 -25.2983 0.398 1.003 1.587
C 8.5231 9.5511 -25.4536 -0.128 -1.034 -0.479
O 9.9107 9.8231 -25.5274 0.244 0.557 0.234
C 10.1896 11.1961 -25.3661 -0.010 1.518 -0.039
C 11.6635 11.5179 -25.6018 0.647 -1.463 0.316
H 8.6195 7.4791 -26.1805 -0.532 -0.197 0.016
H 8.9436 7.7377 -24.4421 0.418 -0.147 -0.293
H 7.3602 7.8818 -24.8297 -0.395 -0.499 -0.993
H 8.0547 9.8788 -26.3910 -0.106 0.256 0.057
H 8.0260 10.0476 -24.6153 0.261 0.247 0.062
H 9.5226 11.8365 -25.9570 0.000 -0.330 -0.582
H 9.9822 11.5657 -24.3548 -0.280 -0.548 0.277
H 12.0016 12.4693 -26.0039 -0.726 0.289 0.116
H 12.1177 10.7633 -26.2503 -0.198 -0.027 -0.136
H 12.1365 11.3600 -24.6304 0.357 0.212 -0.118
C -2.5473 8.3718 -32.7445 0.910 -0.310 -0.133
C -1.2194 8.0903 -32.0345 -0.343 0.092 0.861
O -0.0721 8.8391 -32.4185 -1.045 -0.272 -1.399
C -0.2652 10.2302 -32.4268 2.844 1.548 1.412
C -0.0528 10.7409 -30.9936 -2.106 0.229 0.710
H -2.9371 9.3743 -32.5824 0.044 0.011 -0.022
H -2.3853 8.1784 -33.8060 -0.348 0.166 -0.101
H -3.2578 7.6452 -32.3509 -0.131 0.057 -0.102
H -1.3687 8.2335 -30.9579 -0.027 -0.035 0.091
H -0.9707 7.0386 -32.1681 0.200 0.046 -0.125
H 0.6263 10.6809 -32.8805 0.004 -0.535 -0.721
H -1.0769 10.7311 -32.9553 -0.616 -0.833 0.129
H -0.9472 10.4999 -30.4039 0.044 -0.104 0.146
H -0.0147 11.8285 -30.9117 0.345 0.014 -0.295
H 0.7732 10.2853 -30.4558 0.312 0.023 -0.489
```
Positions in Å, forces in eV/Å.